(1)
14
Properties=species:S:1:pos:R:3:forces:R:3:mulliken_charge:R:1 method="wB97M-V/def2-TZVPD" relative_energy_kcal_mol=17.1 max_force_ev_per_a=1.6 e_homo_ha=-0.115 multiplicity=1 lumo_ev=3.80 total_charge=-1
C -2.722 0.385 -0.232 -1.57 0.38 0.14 -0.76
S -1.632 -0.854 0.434 0.38 -0.54 0.87 -0.73
H -3.257 0.982 0.526 0.51 0.03 0.15 0.23
H -3.577 -0.153 -0.678 0.40 0.36 -0.52 0.20
H -2.265 1.100 -0.926 -0.06 -0.30 -0.10 0.23
H 1.037 0.407 2.031 -0.32 0.47 -0.01 0.33
H 0.966 -1.021 1.697 0.27 0.26 -0.39 0.27
O 1.614 -0.291 1.726 -0.15 -0.61 0.34 -0.68
H -0.544 -0.960 -1.301 0.52 0.08 -0.17 0.24
H 0.838 -0.533 -1.054 0.72 0.42 1.05 0.29
O 0.314 -0.780 -1.793 -0.83 -0.48 -1.20 -0.65
H 2.917 0.235 -0.797 0.02 -0.20 -0.67 0.32
H 2.877 0.696 0.580 0.36 -0.01 0.02 0.38
O 3.435 0.786 -0.213 -0.24 0.14 0.51 -0.67

---

(2)
14
Properties=species:S:1:pos:R:3:forces:R:3:mulliken_charge:R:1 method="wB97M-V/def2-TZVPD" relative_energy_kcal_mol=31.8 max_force_ev_per_a=5.8 e_homo_ha=-0.120 multiplicity=1 lumo_ev=3.31 total_charge=-1
C -0.782 0.352 1.236 0.84 -1.83 0.61 -0.13
S -1.075 -1.411 0.695 0.34 0.13 0.09 -0.69
H 0.265 0.629 1.510 -0.49 -0.35 -0.52 -0.33
H -1.331 0.402 2.151 -0.59 0.69 0.47 0.24
H -1.142 0.942 0.443 -0.38 1.20 -0.53 0.27
H 1.360 -0.331 -1.278 -4.10 0.93 -1.04 0.29
H -0.194 -0.619 -1.094 -1.23 -1.72 1.93 0.13
O 0.362 -0.041 -1.574 5.64 0.93 -1.11 -0.64
H -2.198 -1.401 -1.490 -1.06 -0.13 -1.18 0.31
H -1.433 -1.123 -2.693 -2.40 -0.48 -0.29 0.35
O -2.412 -1.369 -2.492 3.45 0.64 1.57 -0.70
H 2.172 0.988 1.821 1.73 1.04 0.02 0.28
H 3.362 1.483 0.905 -0.71 0.01 1.82 0.31
O 3.046 1.499 1.860 -1.04 -1.05 -1.85 -0.70

---

(3)
13
Properties=species:S:1:pos:R:3:forces:R:3:mulliken_charge:R:1 method="wB97M-V/def2-TZVPD" relative_energy_kcal_mol=5.5 max_force_ev_per_a=1.6 e_homo_ha=-0.536 multiplicity=1 lumo_ev=-6.93 total_charge=+1
C 0.898 1.505 -0.081 0.30 0.70 0.11 -0.63
O 0.414 0.184 -0.095 -1.59 -0.08 -0.10 -0.19
Si 1.369 -1.158 0.068 -0.13 -0.16 -0.02 0.43
Si -2.564 -0.406 0.002 1.16 0.21 -0.05 0.66
H 0.075 2.183 -0.303 0.10 0.04 0.01 0.22
H 1.312 1.748 0.901 -0.04 0.06 -0.02 0.31
H 1.677 1.637 -0.833 -0.01 0.03 -0.06 0.29
H 2.349 -1.195 -1.013 0.13 -0.11 -0.16 -0.08
H 0.261 -2.109 -0.050 0.13 -0.60 0.02 -0.19
H 2.012 -1.158 1.379 0.11 -0.08 0.22 -0.08
H -2.409 0.114 1.359 -0.13 -0.02 -0.03 0.08
H -2.901 0.503 -1.098 0.01 -0.09 0.10 0.08
H -2.492 -1.849 -0.235 -0.04 0.09 -0.01 0.08

---

(4)
27
Properties=species:S:1:pos:R:3:forces:R:3:mulliken_charge:R:1 method="wB97M-V/def2-TZVPD" relative_energy_kcal_mol=21.1 max_force_ev_per_a=3.1 e_homo_ha=-0.373 multiplicity=1 lumo_ev=-6.10 total_charge=-1
Al 0.599 -0.580 -0.232 -1.58 0.83 0.59 1.51
O 0.479 4.020 -1.701 -0.75 -2.86 -0.12 -0.42
C 0.400 2.762 -1.187 0.42 1.58 0.55 0.87
O 0.895 2.471 -0.082 -0.57 -0.28 -1.23 -0.39
O -0.209 1.786 -1.783 1.07 0.10 1.09 -0.21
H 1.043 4.498 -1.088 0.24 0.42 0.42 0.35
P 2.600 -0.359 3.104 0.08 -0.17 2.27 1.19
F 0.988 -0.560 2.722 -0.21 -0.11 -0.76 -0.36
F 2.490 -1.800 3.855 0.01 1.11 0.11 -0.36
F 2.950 -1.128 1.721 0.21 -0.47 -1.13 -0.34
F 4.213 -0.331 3.533 -1.88 0.61 -0.92 -0.35
F 2.549 0.994 2.271 0.99 0.69 -1.28 -0.29
F 2.174 0.609 4.350 0.42 -1.80 0.16 -0.35
P -0.442 -2.156 -3.874 -1.27 0.05 -1.37 1.17
F -1.591 -1.886 -5.023 1.50 -0.35 0.84 -0.36
F 0.634 -2.926 -4.789 -0.83 -0.40 -0.57 -0.35
F 0.361 -0.808 -4.244 -0.26 0.82 -0.42 -0.34
F 0.580 -2.341 -2.657 1.70 -0.53 2.58 -0.35
F -1.303 -1.268 -2.799 -0.74 -0.25 0.11 -0.34
F -1.164 -3.579 -3.495 0.33 1.27 -0.01 -0.36
P -2.633 0.380 1.629 -1.72 -0.72 1.61 1.16
F -3.019 1.954 1.665 -0.13 -0.51 -0.59 -0.37
F -2.297 0.393 0.040 -0.45 0.33 -1.02 -0.35
F -1.101 0.813 1.808 1.95 -0.14 0.10 -0.32
F -2.223 -1.220 1.568 0.41 0.45 0.29 -0.33
F -2.789 0.309 3.251 0.17 -0.16 -0.92 -0.37
F -4.185 -0.046 1.439 0.88 0.47 -0.38 -0.34